No. 1
66
Properties=species:S:1:pos:R:3:forces:R:3 method="wB97M-V/def2-TZVPD" total_charge=-1
Y 0.776334 -0.190914 0.172450 -0.75 -0.39 0.09
C -1.307655 -2.748716 0.516306 -0.06 0.14 -0.02
C -0.917094 -3.062088 1.968751 -0.03 -0.07 0.03
C 0.311802 -2.370792 2.566696 0.13 0.17 0.08
N 0.286000 -0.926188 2.366518 0.06 0.29 -0.34
C 0.470992 -0.024353 3.287354 0.22 0.15 0.13
C 0.737189 -0.332694 4.661068 -0.05 -0.03 -0.10
C 0.481574 0.382708 5.803556 0.01 0.02 0.12
C -0.046439 1.664149 5.962028 0.04 -0.07 -0.04
C -0.209135 2.570586 4.932898 -0.03 0.09 -0.04
C 0.139775 2.485123 3.593690 0.06 0.04 0.01
C 0.623239 1.414696 2.813067 0.08 -0.20 0.04
N 1.166482 1.548994 1.612603 -0.10 -0.10 -0.10
C 1.612619 2.815911 1.046943 -0.01 -0.02 0.05
C 1.280168 3.034996 -0.450425 0.01 0.07 0.04
C 2.019236 2.234019 -1.547375 -0.07 -0.05 -0.07
N 1.591459 0.850416 -1.683776 -0.07 -0.18 0.07
C 1.168389 0.289318 -2.808294 0.02 -0.02 -0.03
C 0.784899 1.015811 -3.954904 0.05 -0.01 0.05
C 0.574058 0.623340 -5.270174 -0.04 0.10 -0.03
C 0.817789 -0.582920 -5.891573 0.02 -0.03 0.09
C 1.291505 -1.724106 -5.238030 0.02 -0.06 -0.13
C 1.408199 -1.995006 -3.900821 -0.06 -0.06 0.11
C 1.020393 -1.225710 -2.754498 0.20 0.20 -0.12
N 0.710587 -1.733267 -1.601713 0.07 0.33 0.16
C 0.642105 -3.149072 -1.273864 0.08 0.13 -0.10
C -0.708202 -3.543787 -0.658320 -0.02 -0.07 0.00
H -1.256849 -1.668351 0.348597 0.03 0.02 -0.11
H -2.387238 -2.909413 0.447963 0.02 -0.06 0.03
H -0.779224 -4.142704 2.083874 0.00 0.00 0.00
H -1.774465 -2.796322 2.593752 0.01 0.02 0.00
H 1.225703 -2.738552 2.084767 0.00 0.00 0.01
H 0.388392 -2.649216 3.619948 -0.10 -0.04 -0.02
H 1.135988 -1.325939 4.819055 -0.01 0.00 0.01
H 0.698073 -0.152053 6.724869 0.00 0.01 -0.01
H -0.294234 1.985272 6.965738 0.00 0.01 0.00
H -0.614983 3.538056 5.216216 0.00 -0.02 0.03
H 0.007603 3.405957 3.041006 -0.01 -0.01 0.00
H 2.703672 2.860980 1.168094 0.00 0.01 -0.02
H 1.211285 3.676057 1.587026 -0.03 0.00 -0.05
H 1.523453 4.085828 -0.640196 -0.02 -0.01 0.00
H 0.202455 2.944244 -0.599111 -0.05 -0.05 -0.01
H 3.090441 2.220329 -1.307728 -0.01 0.00 0.01
H 1.920620 2.784341 -2.487016 0.01 0.04 0.04
H 0.619344 2.069969 -3.768490 -0.01 0.00 -0.01
H 0.218406 1.424246 -5.913062 0.00 -0.03 -0.03
H 0.676714 -0.642155 -6.962956 0.00 0.01 -0.01
H 1.584720 -2.545594 -5.886927 -0.01 0.01 0.00
H 1.786718 -2.980433 -3.660126 0.00 0.00 0.00
H 1.463235 -3.352550 -0.576750 -0.01 -0.01 0.01
H 0.800097 -3.784959 -2.148288 -0.03 -0.05 0.04
H -0.632879 -4.596476 -0.362614 0.00 0.00 0.00
H -1.444689 -3.505202 -1.463531 0.00 0.03 -0.01
N 3.841649 -2.002160 0.870482 0.00 0.00 0.00
C 2.925609 -1.328562 0.639217 0.14 -0.18 0.06
F -1.633732 2.515906 1.057298 0.04 0.04 -0.07
C -2.273164 1.852513 0.051276 -0.11 -0.09 0.06
C -1.726580 0.705046 -0.484905 0.29 -0.06 0.16
C -2.521074 0.124060 -1.450348 0.03 0.02 -0.08
F -2.129645 -1.033402 -2.054419 -0.02 0.02 -0.01
C -3.740177 0.621094 -1.884451 0.01 0.03 0.05
F -4.463804 0.001707 -2.834857 0.01 0.01 0.01
C -4.224894 1.783785 -1.314330 0.00 0.01 0.01
F -5.406360 2.292158 -1.703399 0.04 -0.01 0.00
C -3.484660 2.409500 -0.327828 0.01 -0.03 -0.04
F -3.961795 3.532542 0.241997 0.01 -0.02 -0.02

No. 2
61
Properties=species:S:1:pos:R:3:forces:R:3 method="wB97M-V/def2-TZVPD" total_charge=+2
Ga 0.062983 0.155177 -0.216635 -0.67 -0.16 -0.83
C 0.150474 3.158317 1.075647 0.27 -1.03 -0.10
C 0.794984 2.482484 2.264811 -0.47 -0.08 -0.50
C 0.025698 1.276715 2.777057 1.57 0.43 3.15
C -0.129667 1.218034 4.212141 -0.43 1.95 -2.48
C -0.841031 0.184046 4.735662 -0.10 -0.86 2.01
C -1.132697 -0.951589 4.014001 0.55 -0.50 -2.15
C -0.742746 -0.871471 2.659474 -0.82 -1.51 0.96
N -0.253745 0.198820 2.054721 0.57 0.95 -1.59
N 0.389851 2.404988 -0.191933 0.76 -0.06 -0.31
C -0.493947 3.059422 -1.183430 0.64 0.06 -0.76
C -0.539211 2.285343 -2.479403 -0.48 0.78 -1.13
C -1.057690 2.877579 -3.655827 0.49 -0.57 2.25
C -1.327398 2.065100 -4.729706 -0.36 1.35 -0.60
C -1.046851 0.743334 -4.716055 2.08 -2.04 1.56
C -0.405105 0.257123 -3.519231 -0.50 -0.13 -1.84
N -0.164821 0.997573 -2.443053 -0.55 0.36 0.55
C 1.887632 2.516735 -0.591022 -0.72 2.34 0.48
C 2.674498 1.365414 -0.107227 1.42 -0.07 -0.89
C 4.060026 1.519891 0.160216 -1.57 -0.23 -0.49
C 4.730681 0.359373 0.430540 1.47 -0.96 0.91
C 4.063801 -0.850610 0.668323 -0.90 0.11 -0.95
C 2.726890 -0.928913 0.288826 0.59 -0.01 0.36
N 2.076758 0.175915 -0.184378 0.24 -0.67 1.52
H 0.593360 4.142387 0.970883 -0.29 0.39 -0.14
H -0.932618 3.187507 1.192168 0.06 0.33 0.18
H 0.801327 3.242315 3.042369 0.16 -0.18 0.23
H 1.846230 2.259153 2.009499 -0.37 -0.15 0.40
H 0.129970 2.125012 4.799337 -0.14 -0.97 -0.38
H -1.060602 0.196109 5.794543 -0.10 0.05 0.11
H -1.548198 -1.913125 4.392264 0.30 1.17 -0.16
H -0.792714 -1.728834 2.012631 -0.33 -0.30 0.04
H -0.166591 4.103733 -1.343978 -0.06 -0.37 -0.05
H -1.513615 3.123403 -0.791144 0.18 -0.17 0.15
H -1.294146 3.931618 -3.659315 -0.02 0.04 -0.06
H -1.737720 2.555366 -5.583000 -0.28 0.00 -0.69
H -1.078059 0.100286 -5.608947 -0.37 0.33 0.68
H -0.049827 -0.765457 -3.477642 -0.17 -0.02 0.02
H 2.373331 3.468558 -0.123166 -1.16 -1.40 -0.82
H 1.995729 2.635522 -1.696015 -0.32 -0.26 0.77
H 4.538076 2.497448 0.087129 -0.13 -0.34 0.02
H 5.824866 0.305825 0.535999 -0.54 0.48 0.06
H 4.600536 -1.723416 1.033353 -0.18 0.19 -0.17
H 2.166587 -1.874203 0.356450 0.20 0.66 -0.13
I -3.122451 0.343016 -0.434101 0.53 -1.15 0.71
C -2.786110 -1.763702 0.155003 0.25 1.05 0.33
C -3.822726 -2.435281 0.695441 -2.07 0.56 -0.76
C -3.940724 -3.825946 0.661415 2.81 0.39 1.03
C -2.786095 -4.510046 0.383444 -0.90 -0.90 -1.10
C -1.629286 -3.901462 -0.162518 -0.93 2.22 1.18
C -0.575938 -4.633889 -0.692767 2.02 0.95 -1.26
C 0.481729 -3.960031 -1.328082 -1.73 -0.61 0.03
C 0.462163 -2.554190 -1.421147 0.88 0.30 0.54
C -0.462920 -1.754095 -0.767719 -0.01 0.11 0.78
C -1.590898 -2.406381 -0.164590 0.97 -1.59 -1.82
H -4.726588 -1.922145 0.941393 -0.37 0.57 0.18
H -4.784667 -4.308565 1.064041 -0.97 -0.47 0.16
H -2.883418 -5.586392 0.375293 0.44 -0.22 0.02
H -0.572154 -5.707257 -0.764490 -0.25 -0.26 0.41
H 1.229029 -4.544347 -1.853437 0.05 0.16 0.11
H 1.305764 -2.097271 -1.954095 -0.25 -0.03 0.23

No. 3
63
Properties=species:S:1:pos:R:3:forces:R:3 method="wB97M-V/def2-TZVPD" total_charge=0
Sc -0.850272 -0.487620 0.129343 1.38 -0.68 1.76
C -2.527703 1.280729 3.665367 0.07 0.96 -0.73
C -1.296652 0.467964 3.919048 2.67 0.03 -0.85
N -0.984496 0.072438 5.149635 -3.60 1.31 -0.07
C 0.129590 -0.538993 5.468707 2.55 -0.53 -1.57
C 1.082655 -0.839441 4.501964 -0.55 -0.48 0.85
C 2.361529 -1.524635 4.821378 0.23 -0.25 0.30
O 2.427990 -2.844701 4.193905 0.46 0.60 0.52
C 0.726015 -0.661414 3.117906 2.81 -1.86 -2.14
C 1.364776 -1.413100 2.080562 1.18 0.62 2.94
N 0.775126 -1.637561 0.893000 -2.15 -0.14 -2.43
C 1.216011 -2.570898 -0.058762 -0.84 2.27 2.41
C 2.594830 -2.690211 -0.291717 0.38 -0.67 -1.06
C 3.012370 -3.215214 -1.510395 -0.23 -0.32 0.45
C 2.054762 -3.724922 -2.413056 0.22 0.55 0.75
C 0.701383 -3.732044 -2.048475 0.57 -0.91 -0.44
C 0.251189 -3.215285 -0.845492 0.54 -0.13 -0.64
I -1.851352 -3.264312 -0.249706 1.30 0.00 -0.44
C -0.342225 0.209558 2.872359 -2.90 0.67 0.89
O -0.414601 0.938590 1.625742 -0.41 -0.72 0.17
H -2.989058 1.557450 4.583074 -0.54 -0.35 0.91
H -3.226579 0.750475 3.011750 -0.04 0.07 0.12
H -2.358889 2.295533 3.214634 0.30 -1.00 0.00
H 0.275988 -0.751699 6.523002 0.20 -0.06 -0.04
H 2.408890 -1.690203 5.893243 0.05 0.11 0.35
H 3.218212 -0.860979 4.559256 -0.31 -0.62 -0.25
H 3.356457 -3.106845 4.173307 -0.14 0.01 0.10
H 2.275395 -2.017920 2.298710 -1.12 0.72 -0.01
H 3.290418 -2.326073 0.468488 -0.28 0.06 -0.45
H 4.081435 -3.293821 -1.726120 -0.37 0.09 -0.05
H 2.383885 -4.153061 -3.355535 -0.24 -0.02 0.16
H 0.105602 -4.333165 -2.698988 -0.86 0.04 -0.30
C -4.299556 1.414107 -1.839776 -1.10 -0.04 1.35
C -3.049358 0.619676 -1.674698 1.01 -0.18 2.24
O -2.675220 0.231190 -0.481424 -1.54 1.27 -3.04
C -2.274516 0.419263 -2.853466 1.48 -0.34 0.00
C -2.824501 0.686873 -4.111809 -0.90 -0.34 -1.98
C -2.108494 0.548254 -5.308557 -0.21 -0.25 1.38
C -0.744721 0.188058 -5.264978 1.04 0.28 0.30
C -0.128959 -0.036638 -4.035567 0.07 -0.17 0.42
C -0.877655 0.041730 -2.811651 0.09 0.15 -0.39
O -0.247250 -0.169501 -1.691878 -0.13 0.17 -0.89
H -4.910069 1.401293 -0.897471 0.65 0.00 -0.89
H -4.875086 0.966362 -2.648585 -0.26 0.14 0.23
H -4.097063 2.460023 -2.123618 0.12 -0.45 0.12
H -3.923485 0.879453 -4.174885 1.32 -0.04 -0.20
H -2.602561 0.615002 -6.257047 -0.22 0.29 -0.23
H -0.124621 0.168143 -6.203749 -0.83 -0.18 1.06
H 0.947914 -0.300645 -3.874882 -1.13 0.29 -0.50
C -0.214569 2.360932 1.575255 0.69 0.16 -0.96
C 0.618272 2.605859 0.322433 -0.28 -0.94 0.77
C 0.198210 3.327811 -0.765425 -0.28 1.72 -0.37
C 0.983867 3.431674 -1.923489 0.00 -0.11 0.67
C 2.194061 2.735120 -1.968037 -0.31 0.14 -1.24
C 2.549284 1.922480 -0.908367 1.10 -0.57 -0.31
C 1.769936 1.853991 0.219726 0.38 0.38 -0.38
H -1.176155 2.812271 1.404278 -0.45 0.43 0.47
H 0.282363 2.679089 2.497087 -0.24 -0.03 -0.12
H -0.646548 4.030187 -0.649201 0.14 -0.71 -0.22
H 0.620569 4.096285 -2.703508 0.33 -0.25 -0.08
H 2.841875 2.756600 -2.866236 -0.53 0.14 0.63
H 3.471070 1.317048 -0.988236 -0.60 0.42 0.16
H 2.070275 1.259400 1.041630 0.28 -0.76 0.74

No. 4
62
Properties=species:S:1:pos:R:3:forces:R:3 method="wB97M-V/def2-TZVPD" total_charge=-2
Pd 0.168200 -0.244600 -1.264100 -0.48 0.44 -0.43
S 1.586400 -3.579500 -0.437400 -0.53 -1.16 0.42
P 2.223500 -1.954400 -1.338900 0.88 0.46 0.44
C 2.254100 -0.612900 -0.247700 0.39 0.26 -1.62
P 2.422900 1.026700 -0.757600 0.41 -0.80 0.23
S 2.026300 2.268600 0.724300 -0.38 0.99 0.83
C 1.515600 1.525500 -2.281300 -0.32 -0.20 0.44
C 1.960000 1.323400 -3.582500 0.09 0.11 -0.18
C 1.078000 1.452400 -4.648400 0.28 0.09 -0.13
C -0.260800 1.716200 -4.429500 -0.31 0.20 0.08
C -0.726800 1.919500 -3.130200 -0.03 0.20 -0.29
C 0.160000 1.869700 -2.063000 0.02 0.51 0.30
C 4.118800 1.654400 -1.112800 -0.01 -0.10 0.19
C 4.335300 2.844100 -1.797100 -0.07 -0.16 -0.14
C 5.610600 3.370400 -1.880400 0.10 0.20 -0.14
C 6.672500 2.726100 -1.264400 0.24 0.10 0.03
C 6.452500 1.558200 -0.549000 0.21 -0.01 0.10
C 5.179100 1.028200 -0.469800 -0.04 -0.16 -0.14
C 1.326400 -1.896600 -2.960900 -0.11 -0.07 0.45
C 1.892500 -1.786000 -4.221500 0.00 -0.02 0.00
C 1.074600 -1.654700 -5.335600 0.07 -0.07 -0.27
C -0.297700 -1.577100 -5.199700 -0.20 -0.04 -0.06
C -0.879200 -1.696400 -3.941100 -0.08 -0.12 -0.06
C -0.076400 -1.889500 -2.829000 -0.10 -0.47 -0.06
C 3.902200 -2.417200 -1.992000 0.13 0.07 0.32
C 4.764100 -1.441100 -2.477500 -0.30 0.05 -0.08
C 6.045800 -1.756000 -2.887500 0.24 0.14 -0.16
C 6.495000 -3.063200 -2.802400 0.21 0.01 -0.05
C 5.647000 -4.046900 -2.324500 0.20 -0.12 -0.09
C 4.365700 -3.724600 -1.919000 -0.09 -0.15 -0.15
H 2.996900 1.063400 -3.764000 0.01 -0.01 -0.02
H 1.443400 1.319600 -5.662000 -0.03 -0.06 0.04
H -0.950000 1.783500 -5.266000 0.04 -0.06 0.02
H -1.769000 2.167200 -2.955400 0.04 -0.05 0.05
H -0.132100 2.224900 -1.068400 0.02 -0.14 -0.29
H 3.491400 3.354300 -2.247700 0.04 0.01 -0.01
H 5.781900 4.296900 -2.418400 0.00 0.01 -0.02
H 7.671900 3.143000 -1.333900 0.00 0.00 0.01
H 7.279300 1.070600 -0.044000 0.01 -0.03 -0.02
H 4.968000 0.112300 0.074500 0.05 0.02 0.02
H 2.967700 -1.820000 -4.345500 -0.01 0.05 0.03
H 1.520900 -1.589000 -6.322400 0.01 0.02 -0.02
H -0.925400 -1.440100 -6.073400 0.00 0.01 -0.02
H -1.955900 -1.672000 -3.826100 -0.03 0.02 0.00
H -0.514000 -2.196700 -1.861000 0.06 0.03 -0.33
H 4.411000 -0.420600 -2.531200 0.07 0.05 -0.02
H 6.700300 -0.981500 -3.272300 -0.01 0.04 0.05
H 7.507600 -3.311000 -3.096200 0.05 -0.02 -0.07
H 5.993000 -5.072300 -2.278600 0.00 -0.08 0.07
H 3.696000 -4.489000 -1.552400 -0.06 0.00 0.10
C -1.311100 -1.752900 0.798700 0.42 0.14 -0.09
C -1.445800 -0.291700 0.452200 -0.33 -0.37 0.74
N -2.516700 0.252000 -0.116600 -0.06 -0.26 -0.19
C -2.453700 1.585500 0.170800 -0.13 0.07 0.03
C -1.372300 1.854400 0.955600 0.07 0.10 0.32
N -0.751100 0.657000 1.163700 -0.19 -0.02 0.09
H -2.032100 -2.344100 0.236300 0.02 0.08 -0.08
H -1.516600 -1.869300 1.866700 -0.08 -0.08 0.03
H -0.295000 -2.126600 0.600000 -0.33 0.00 0.13
H -3.189400 2.270900 -0.214700 -0.03 0.12 0.00
H -0.973700 2.766300 1.355300 0.09 0.11 -0.06
H 0.192800 0.540600 1.532900 -0.14 0.14 -0.29

Number 1: gap between HOMO and LUMO 0.2630 hartree. Number 2: gap between HOMO and LUMO 0.2730 hartree. Number 3: gap between HOMO and LUMO 0.1235 hartree. Number 4: gap between HOMO and LUMO 0.1895 hartree.